# 1
This record from the OMol25 dataset describes 2 unconnected molecules or ions with the total composition C3H14N3 in a non-equilibrium geometry. The level of theory is the ωB97M-V functional and the def2-TZVPD basis.

```
! wB97M-V def2-TZVPD RIJCOSX def2/J DEFGRID3
* xyz 1 1
N -0.17578 1.54617 -2.32039
C -0.78063 0.22439 -2.16989
N 0.19276 -0.87570 -1.82950
H 0.10377 1.93377 -1.42511
H 0.63946 1.47034 -2.95265
H -1.43072 0.12886 -1.28973
H -1.32075 -0.00616 -3.10724
H -0.01359 -1.69940 -2.37746
H 1.12192 -0.61049 -2.15637
C 0.05719 0.21334 3.01697
C 0.27657 0.36724 1.53547
N 0.26721 -0.99195 0.82321
H 0.01316 1.21663 3.44511
H -0.90476 -0.24804 3.15075
H 0.74952 -0.45480 3.50519
H -0.60303 0.92290 1.13847
H 1.14560 0.91987 1.21494
H 1.01183 -1.64171 1.06375
H 0.23638 -0.90484 -0.23998
H -0.58612 -1.51040 0.97446
*
```

## Properties
Orbital gap (eV): 10.41
LUMO level (eV): -3.094



# 2
This record from the OMol25 dataset describes a single C3H5NO2 molecule in a non-equilibrium geometry. The level of theory is the ωB97M-V functional and the def2-TZVPD basis.

```
! wB97M-V def2-TZVPD RIJCOSX def2/J DEFGRID3
* xyz 0 1
O 2.47393 -0.26332 0.06922
C 1.19088 0.01955 -0.00095
N 0.45360 -0.89155 0.50937
C -0.90411 -0.56509 0.17755
C -0.78127 0.90149 -0.31584
O 0.64607 1.08480 -0.57647
H 2.13065 -1.14571 0.48889
H -1.27555 -1.23589 -0.61425
H -1.56254 -0.64783 1.04976
H -1.06031 1.62440 0.45730
H -1.31137 1.11916 -1.24459
*
```

## Properties
SMILES: OC1=NCCO1
Orbital gap (eV): 10.28
LUMO level (eV): 0.890



# 3
This record from the OMol25 dataset describes 2 unconnected molecules or ions with the total composition C4H11NO2 in a non-equilibrium geometry. The level of theory is the ωB97M-V functional and the def2-TZVPD basis.

```
! wB97M-V def2-TZVPD RIJCOSX def2/J DEFGRID3
* xyz 0 1
C -0.21579 -1.51474 1.82699
C 0.99705 -1.28637 0.93756
N 1.13833 0.10333 0.42733
C 0.15275 1.03868 0.33496
C -1.20238 0.68339 -0.31456
O 0.49663 2.22277 0.29920
H 0.04917 -2.16067 2.70779
H -0.99487 -2.08577 1.32331
H -0.71619 -0.69821 2.31689
H 2.01204 -1.49068 1.27042
H 0.78279 -1.93135 0.06407
H 1.95391 0.66702 0.65244
H -1.94769 0.73626 0.48078
H -1.41917 1.48571 -1.02133
H -0.84873 -0.20410 -0.85478
O 0.20285 1.29200 -3.65705
H -0.37417 1.94362 -4.05119
H -0.06653 1.19911 -2.74284
*
```

## Properties
SMILES: CCNC(C)=O.O
Orbital gap (eV): 10.26
LUMO level (eV): 0.747



# 4
This record from the OMol25 dataset describes a molecular structure, C27H46AsCoN6O5S in a non-equilibrium geometry. The level of theory is the ωB97M-V functional and the def2-TZVPD basis.

```
! wB97M-V def2-TZVPD RIJCOSX def2/J DEFGRID3
* xyz 0 5
Co -16.97565 -4.11752 -6.50995
O -21.11118 -7.31121 -3.44656
C -20.70210 -7.96235 -4.53159
O -21.10549 -9.06157 -4.82283
C -19.67413 -7.24657 -5.38627
C -19.20738 -7.82583 -6.59173
N -18.35829 -7.02248 -7.16934
N -18.12483 -5.93126 -6.36859
C -18.92922 -6.05578 -5.33327
C -18.83702 -4.98098 -4.29712
O -19.56565 -5.22023 -3.29065
O -18.12293 -3.98175 -4.52262
H -20.62813 -6.45045 -3.35295
H -19.64915 -8.75173 -7.01386
H -17.64099 -7.19670 -7.90422
C -23.43870 -2.87611 -1.74962
C -22.07630 -2.65110 -2.39000
N -21.79865 -3.54973 -3.57884
C -21.96951 -3.18890 -4.86717
S -21.26181 -4.11902 -6.12458
N -22.65127 -2.03594 -5.09670
C -23.00867 -1.40613 -6.35000
C -22.92684 0.13816 -6.15071
H -24.24293 -2.64767 -2.46329
H -23.58876 -2.14475 -0.93707
H -23.47429 -3.94155 -1.39068
H -21.26495 -2.90288 -1.58740
H -22.05800 -1.63084 -2.71393
H -21.11309 -4.28732 -3.42933
H -23.07140 -1.54403 -4.29181
H -24.04686 -1.83782 -6.61177
H -22.31564 -1.70958 -7.13362
H -23.57224 0.36984 -5.30665
H -23.35497 0.53791 -7.07224
H -21.88469 0.39344 -6.02497
C -19.33493 -1.28583 -7.11666
As -18.36632 -2.66658 -8.07473
C -17.56668 -1.42576 -9.39982
C -19.72125 -3.61205 -9.15703
H -18.60681 -0.50611 -6.82602
H -19.73148 -1.73023 -6.24971
H -20.09764 -0.89218 -7.75489
H -17.31369 -2.10931 -10.26335
H -18.31629 -0.69966 -9.71218
H -16.72244 -0.88430 -8.97251
H -20.61241 -3.02468 -9.33775
H -19.96977 -4.56806 -8.66274
H -19.23892 -3.93498 -10.12846
C -15.06687 -0.36288 -4.62782
C -15.96661 -1.57719 -4.66306
N -16.29274 -2.12461 -3.47433
O -16.29565 -2.11518 -5.72748
H -14.09113 -0.53763 -5.08125
H -14.93505 -0.17591 -3.55404
H -15.69437 0.46994 -4.97398
H -15.81121 -1.82017 -2.63671
H -16.89769 -2.90954 -3.48569
C -14.28811 -3.23224 -9.65260
C -14.40620 -4.75290 -9.98833
C -15.83089 -5.23452 -10.31868
C -13.77200 -5.53652 -8.86359
C -12.56759 -6.23114 -9.10317
C -12.00747 -7.04125 -8.07242
C -12.60956 -7.11394 -6.87330
C -13.70071 -6.31005 -6.53841
C -13.99488 -6.17227 -5.09475
C -13.99676 -4.73788 -4.67042
C -15.23831 -6.91238 -4.59625
C -14.29419 -5.52129 -7.53881
N -15.44476 -4.78112 -7.31599
H -14.90742 -2.71765 -10.43752
H -13.30005 -2.83188 -9.71355
H -14.70322 -3.07461 -8.66910
H -13.74361 -4.98351 -10.89121
H -16.45011 -5.13339 -9.47435
H -16.23462 -4.60131 -11.13834
H -15.80135 -6.29398 -10.68742
H -12.12171 -6.17920 -10.05189
H -11.10483 -7.64348 -8.28621
H -12.22129 -7.76861 -6.14564
H -13.21249 -6.70642 -4.56262
H -14.85694 -4.19257 -5.13459
H -13.04636 -4.23847 -4.88506
H -14.04600 -4.69528 -3.60819
H -16.19378 -6.37188 -4.77090
H -15.21280 -7.14381 -3.52393
H -15.33898 -7.90065 -5.11823
*
```

## Properties
Orbital gap (spin up / spin down) (eV): 7.84 / 7.38
LUMO level (spin up / spin down) (eV): 0.452 / -0.189



# 5
This record from the OMol25 dataset describes a molecular structure, C44H25F9N4O6PTc in a non-equilibrium geometry. The level of theory is the ωB97M-V functional and the def2-TZVPD basis.

```
! wB97M-V def2-TZVPD RIJCOSX def2/J DEFGRID3
* xyz 1 2
Tc -0.05721 -0.00472 0.33319
O 3.91511 -0.15821 1.16524
C 2.77883 -0.42365 0.93298
O 1.76514 0.47199 0.90538
C 2.27475 -1.80491 0.65104
C 2.94835 -2.98773 0.84412
C 2.24435 -4.17828 0.66930
C 0.90105 -4.15201 0.30432
C 0.31332 -2.92353 0.10552
N 0.99998 -1.80064 0.26533
C -1.12282 -2.65461 -0.23011
O -1.92451 -3.50612 -0.44275
O -1.37445 -1.31979 -0.24458
H 3.98909 -2.96087 1.14104
H 2.74367 -5.12592 0.82840
H 0.30620 -5.04849 0.17911
O -6.09419 2.98816 1.41130
C -5.43893 3.14835 0.37156
O -5.63253 3.73194 -0.70422
C -4.05721 2.46847 0.43542
C -3.78052 1.50963 1.41598
C -2.54557 0.92954 1.45186
N -1.59907 1.28134 0.54790
C -1.82397 2.24789 -0.36854
C -3.04607 2.84290 -0.46035
C -0.60102 2.55454 -1.15094
C -0.43375 3.70062 -1.89483
C 0.79617 3.93631 -2.49217
C 1.82402 3.01996 -2.32171
C 1.58885 1.89401 -1.56521
N 0.39107 1.65252 -1.01269
C -2.04882 -0.04503 2.45012
C -2.74145 -0.38722 3.59091
C -2.14916 -1.23559 4.51274
C -0.86906 -1.71533 4.28100
C -0.22536 -1.35163 3.12001
N -0.80632 -0.54596 2.21323
H -4.56907 1.27715 2.12199
H -3.28915 3.59243 -1.20626
H -1.24878 4.40706 -1.98353
H 0.95610 4.84007 -3.06739
H 2.80240 3.17680 -2.75566
H 2.35595 1.14722 -1.41241
H -3.72695 0.02333 3.76585
H -2.68252 -1.50900 5.41534
H -0.37065 -2.36460 4.98709
H 0.77180 -1.70408 2.89456
F -1.47698 1.70956 -9.27668
C -0.52333 2.27346 -8.52371
F 0.61888 2.22196 -9.22512
F -0.84218 3.56198 -8.35842
C -0.38104 1.55500 -7.20787
C -0.82881 2.13309 -6.03562
C -0.70667 1.43157 -4.84080
C -0.15163 0.15720 -4.82138
C 0.29789 -0.41345 -6.01413
C 0.18321 0.28329 -7.20294
P -0.13326 -0.75600 -3.23228
C 1.42050 -1.71730 -3.32451
C 2.59478 -0.99995 -3.58567
C 3.84235 -1.59696 -3.45576
C 3.92969 -2.92708 -3.07126
C 2.77848 -3.66060 -2.84788
C 1.53403 -3.05877 -2.96437
C 5.25783 -3.61046 -2.89205
F 6.27737 -2.75077 -2.92080
F 5.30201 -4.24846 -1.70054
F 5.46587 -4.53753 -3.83269
C -1.50886 -1.93104 -3.48276
C -2.74906 -1.50512 -3.00743
C -3.86475 -2.32512 -3.09465
C -3.73499 -3.59224 -3.64053
C -2.51645 -4.02290 -4.13725
C -1.40825 -3.19428 -4.06283
C -4.91395 -4.52587 -3.72568
F -5.34775 -4.64552 -4.98810
F -4.57173 -5.75500 -3.30794
F -5.93958 -4.11074 -2.97865
H -1.26466 3.12286 -6.05142
H -1.05596 1.88457 -3.91838
H 0.74049 -1.40376 -6.01652
H 0.53392 -0.15502 -8.12935
H 2.53335 0.03567 -3.90808
H 4.74347 -1.03103 -3.65030
H 2.85262 -4.70937 -2.58357
H 0.64714 -3.64831 -2.76854
H -2.84655 -0.52438 -2.55243
H -4.82363 -1.98763 -2.72558
H -2.43301 -5.00482 -4.58710
H -0.47555 -3.53041 -4.49712
*
```

## Properties
Orbital gap (spin up / spin down) (eV): 4.64 / 4.91
LUMO level (spin up / spin down) (eV): -6.025 / -5.739



# 6
This record from the OMol25 dataset describes a molecular structure, C27H22N2PW in a non-equilibrium geometry. The level of theory is the ωB97M-V functional and the def2-TZVPD basis.

```
! wB97M-V def2-TZVPD RIJCOSX def2/J DEFGRID3
* xyz 3 1
W 0.30327 0.65465 -0.48119
N -0.16261 2.78902 -0.19865
C -1.53541 3.10097 -0.58474
C -2.03405 4.36216 -0.76571
C -3.40121 4.53480 -1.06237
C -4.23688 3.45455 -1.13857
C -3.73330 2.14450 -0.94466
C -4.53112 0.98609 -0.99699
C -3.96034 -0.25473 -0.80109
C -2.59717 -0.34510 -0.57564
N -1.78148 0.72640 -0.52160
C -2.35924 1.97833 -0.68296
H -0.07007 2.98036 0.79930
H 0.50238 3.41080 -0.65552
H -1.39215 5.23072 -0.67271
H -3.78406 5.53471 -1.21186
H -5.29084 3.58583 -1.34717
H -5.59410 1.07451 -1.18948
H -4.55105 -1.15903 -0.82808
H -2.11762 -1.30314 -0.42711
C 1.11711 1.22948 -2.72219
C 2.21067 1.27077 -1.80528
C 2.56037 0.16980 -1.05107
C 1.66596 -0.94001 -1.02611
C 0.58200 -0.99979 -1.99371
C 0.40350 0.07043 -2.90353
P 0.99802 -1.48556 0.52747
C 1.05520 -3.24700 0.60642
C 0.59596 -3.87372 1.77521
C 0.69130 -5.24666 1.89398
C 1.21266 -5.99605 0.84375
C 1.64755 -5.37904 -0.32575
C 1.56942 -4.00587 -0.45457
C 1.72744 -0.47952 1.79271
C 2.50418 -0.69203 2.90832
C 2.91946 0.44067 3.60780
C 2.57020 1.71766 3.17190
C 1.79384 1.90431 2.03837
C 1.30711 0.79440 1.31486
H 0.89262 2.10743 -3.31527
H 2.79134 2.18096 -1.71689
H 3.33937 0.26199 -0.30696
H -0.07844 -1.85570 -2.01453
H -0.41753 0.03097 -3.60972
H 0.17579 -3.29855 2.59310
H 0.35800 -5.73839 2.79723
H 1.28639 -7.07117 0.94044
H 2.06066 -5.97300 -1.12923
H 1.94344 -3.53437 -1.35418
H 2.79194 -1.68409 3.23129
H 3.53400 0.33020 4.49204
H 2.92287 2.57494 3.73035
H 1.59465 2.93015 1.75054
*
```

## Properties
Orbital gap (eV): 6.31
LUMO level (eV): -11.342



Taking the records one at a time from the top gives energy relative to the best compared isomer or geometry (same formula, charge and spin) values of 36.5, 160.4, 147.7, 0.0, 85.8, 0.0 kJ/mol.
Taking the records one at a time from the top gives electronic energy values of -286.71781, -322.51324, -364.21190, -5777.91158, -3683.07293, -1559.03067 hartree.